Entry 1:
{
  "formula": "C50H64F8N4O24P",
  "method": "the ωB97M-V functional and the def2-TZVPD basis",
  "lumo_ev": -1.96,
  "total_charge": 1,
  "orbital_gap_ev": 9.2,
  "energy_ev": -139009.8386,
  "species": ["P", "F", "F", "F", "F", "F", "F", "F", "F", "O", "O", "O", "O", "O", "O", "O", "O", "O", "O", "O", "O", "O", "O", "O", "O", "O", "O", "O", "O", "O", "O", "O", "O", "N", "N", "N", "N", "C", "C", "C", "C", "C", "C", "C", "C", "C", "C", "C", "C", "C", "C", "C", "C", "C", "C", "C", "C", "C", "C", "C", "C", "C", "C", "C", "C", "C", "C", "C", "C", "C", "C", "C", "C", "C", "C", "C", "C", "C", "C", "C", "C", "C", "C", "C", "C", "C", "C", "H", "H", "H", "H", "H", "H", "H", "H", "H", "H", "H", "H", "H", "H", "H", "H", "H", "H", "H", "H", "H", "H", "H", "H", "H", "H", "H", "H", "H", "H", "H", "H", "H", "H", "H", "H", "H", "H", "H", "H", "H", "H", "H", "H", "H", "H", "H", "H", "H", "H", "H", "H", "H", "H", "H", "H", "H", "H", "H", "H", "H", "H", "H", "H"],
  "coordinates": [[-2.24, -3.80, -1.78], [-6.01, 6.01, 2.83], [5.32, -9.24, 2.55], [6.47, 0.76, -1.67], [-3.71, -2.79, -8.82], [13.13, 3.06, 3.43], [7.49, 2.26, 3.87], [-12.04, 6.89, -2.37], [-3.10, 0.36, 5.33], [-4.16, 3.39, 2.28], [5.78, 0.79, 4.00], [-2.38, -2.47, -7.02], [-7.75, 5.70, -0.12], [-3.22, 1.96, 3.75], [12.58, 1.06, 4.32], [7.46, 4.92, -0.48], [-10.97, 8.87, -2.11], [-1.59, -2.70, -4.92], [-12.44, 9.91, -0.76], [-2.94, -4.27, -5.81], [6.37, -0.32, 5.86], [-10.69, 11.05, -1.60], [7.37, 2.75, -1.09], [11.28, -0.67, 4.97], [10.53, 0.80, 3.44], [3.86, -9.65, 0.88], [5.57, 3.73, -0.18], [4.11, -7.76, -0.31], [-9.86, 5.95, 0.63], [2.50, -9.24, -0.87], [-5.39, 2.53, 3.95], [-8.13, 5.89, 2.09], [4.62, -1.04, 4.64], [0.75, -0.30, -3.32], [-0.99, -0.29, -1.64], [-0.03, -2.62, -0.40], [-2.72, -5.04, -0.93], [-8.70, 5.86, 0.84], [2.87, -0.70, 1.00], [7.36, 0.69, 5.63], [0.40, -3.92, 0.12], [-5.13, 1.51, 4.93], [-12.96, 8.60, -1.01], [0.85, -0.64, -4.56], [-1.32, -0.16, 1.45], [11.05, 2.04, 2.95], [6.86, 3.90, -0.58], [-0.08, -1.10, -2.44], [2.15, -1.64, -1.20], [-3.70, -4.33, -7.03], [0.66, -5.04, -0.65], [-2.46, -0.38, 0.41], [2.95, 0.30, 1.95], [5.00, -7.68, 0.80], [6.64, 1.65, 4.73], [-6.82, 5.38, 1.94], [3.40, -8.91, -0.17], [1.03, 3.11, 0.30], [-11.73, 7.86, -1.46], [-4.71, 0.76, 0.08], [5.13, -9.12, 1.21], [-6.47, 5.76, 0.52], [-2.91, -3.42, -7.93], [11.45, 0.30, 4.31], [0.52, -4.03, 1.50], [-1.53, -2.54, -0.59], [-2.25, -3.11, -5.84], [1.13, -6.34, 1.33], [-11.31, 10.05, -1.50], [5.51, -0.27, 4.82], [0.36, 0.30, -5.64], [1.50, -1.94, -5.01], [0.87, -5.21, 2.10], [-3.62, 1.58, 5.05], [5.17, 2.42, -0.59], [-3.16, 0.98, 0.08], [0.74, -2.13, -1.58], [2.37, 1.54, 1.76], [1.70, 1.77, 0.57], [1.63, 0.77, -0.39], [-4.25, 2.69, 3.23], [-1.98, -1.08, -0.88], [-5.27, 0.49, -1.36], [2.20, -0.48, -0.20], [1.02, -6.22, -0.05], [12.53, 1.88, 3.16], [6.50, 1.71, -0.70], [-2.79, 1.33, -0.89], [-2.10, -3.91, -8.47], [-13.72, 8.65, -1.79], [0.29, -3.17, 2.13], [1.05, 0.31, -6.50], [-3.26, 2.31, 5.78], [4.65, 2.47, -1.54], [2.46, 2.31, 2.53], [-1.46, 0.32, -2.29], [-3.21, -1.04, 0.88], [-5.55, -0.57, -1.47], [1.67, -1.95, -6.09], [-3.33, -3.15, -2.41], [-5.16, 1.68, 0.48], [4.56, -7.06, 1.58], [-2.88, -1.16, -1.52], [10.79, 2.19, 1.90], [-5.63, 1.73, 5.87], [1.21, -7.13, -0.62], [6.04, 2.41, 5.25], [-5.05, -0.07, 0.71], [0.84, -2.79, -4.77], [8.24, 0.25, 5.15], [-2.23, -5.85, -1.29], [4.52, 1.96, 0.15], [0.91, -5.23, 3.19], [-1.37, -0.98, 2.20], [-3.76, -5.35, -7.40], [-13.40, 8.17, -0.11], [-4.71, -3.96, -6.84], [-1.95, -2.80, 0.39], [0.58, -4.98, -1.73], [-5.77, 5.08, 0.06], [0.44, 3.01, -0.62], [2.69, -2.49, -0.75], [7.67, 1.15, 6.57], [-2.94, 1.76, 0.82], [1.74, 3.95, 0.24], [-1.31, -4.15, -2.79], [-1.46, 0.77, 2.00], [-11.14, 7.43, -0.65], [0.16, -1.94, 0.36], [6.85, 1.26, 0.23], [0.31, 1.33, -5.27], [2.46, -2.07, -4.50], [5.91, -9.68, 0.68], [-0.62, -0.05, -6.00], [-5.47, 0.55, 4.55], [3.31, -1.68, 1.18], [2.75, -1.36, -2.07], [1.12, 1.02, -1.32], [-6.81, 4.31, 2.13], [-6.08, 6.78, 0.45], [3.46, 0.11, 2.89], [10.63, 2.87, 3.53], [-0.31, -0.13, 1.00], [1.38, -7.26, 1.84], [0.89, -2.98, -2.26], [-0.70, -1.74, -3.10], [5.95, -7.24, 0.50], [13.05, 1.38, 2.34], [-6.20, 1.05, -1.46], [0.30, 3.27, 1.11], [-4.53, 0.78, -2.11]],
  "mulliken_charge": [0.552, -0.311, -0.287, -0.299, -0.274, -0.279, -0.221, -0.304, -0.301, -0.468, -0.191, -0.301, -0.328, -0.178, -0.301, -0.499, -0.313, -0.377, -0.319, -0.315, -0.358, -0.495, -0.350, -0.508, -0.250, -0.305, -0.358, -0.284, -0.540, -0.524, -0.294, -0.332, -0.514, -0.230, 0.684, 1.260, -0.914, 0.570, -0.856, -0.353, 0.610, -0.504, -0.459, 0.928, -0.449, -0.414, 0.599, -1.223, -1.723, -0.458, -0.431, -0.144, -0.597, -0.372, 0.219, 0.590, 0.687, -1.892, 0.627, -0.392, 0.260, -0.427, 0.265, 0.631, -0.415, -0.489, 0.442, -0.630, 0.643, 0.602, -1.444, -1.096, -1.007, 0.268, 0.485, -0.781, 0.166, -1.461, 1.728, -0.195, 0.650, -0.296, -1.220, 0.645, -1.148, 0.310, 0.417, 0.177, 0.298, 0.280, 0.374, 0.461, 0.277, 0.210, 0.544, 0.583, 0.958, 0.252, 0.430, 0.113, 0.072, 0.269, 0.303, 0.303, 0.281, 0.574, 0.222, 0.384, 0.102, 0.254, 0.265, -0.478, 0.480, -0.017, 0.273, 0.286, 0.294, 0.784, 0.390, 0.225, 0.356, 0.626, 0.290, 0.601, 0.343, 0.100, 0.432, 0.086, -0.062, 0.310, 0.368, 0.351, 0.304, 0.222, 0.300, 0.482, 0.554, 0.331, 0.215, 0.293, 0.488, 0.245, -0.764, 0.564, 0.296, 0.020, 0.275, 0.284, 0.428, 0.364, 0.239]
}

---

Entry 2:
{
  "formula": "C50H64Ge2HgO6S5",
  "method": "the ωB97M-V functional and the def2-TZVPD basis",
  "spin_multiplicity": 2,
  "lumo_ev": [2.29, 2.29],
  "total_charge": -1,
  "orbital_gap_ev": [7.5, 7.6],
  "energy_ev": -236564.5160,
  "s_squared": 0.76,
  "de_lowest_kj_mol": 35.67,
  "species": ["Hg", "Ge", "Ge", "S", "S", "S", "S", "S", "O", "O", "O", "O", "O", "O", "C", "C", "C", "C", "C", "C", "C", "C", "C", "C", "C", "C", "C", "C", "C", "C", "C", "C", "C", "C", "C", "C", "C", "C", "C", "C", "C", "C", "C", "C", "C", "C", "C", "C", "C", "C", "C", "C", "C", "C", "C", "C", "C", "C", "C", "C", "C", "C", "C", "C", "H", "H", "H", "H", "H", "H", "H", "H", "H", "H", "H", "H", "H", "H", "H", "H", "H", "H", "H", "H", "H", "H", "H", "H", "H", "H", "H", "H", "H", "H", "H", "H", "H", "H", "H", "H", "H", "H", "H", "H", "H", "H", "H", "H", "H", "H", "H", "H", "H", "H", "H", "H", "H", "H", "H", "H", "H", "H", "H", "H", "H", "H", "H", "H"],
  "coordinates": [[0.41, -1.33, -2.69], [1.26, -0.48, 0.75], [-1.56, 0.23, -0.13], [-1.91, -0.80, -2.04], [1.79, -1.99, -0.72], [-0.78, -1.06, 1.58], [0.42, 1.39, -0.25], [1.06, -2.38, -6.64], [2.78, -0.51, -4.42], [0.81, 1.09, -3.85], [2.07, -1.58, -4.25], [-1.56, 0.43, -5.30], [0.24, -4.13, -3.07], [2.94, -3.87, -3.15], [-2.07, 3.20, -3.71], [-3.92, 0.99, 3.86], [-3.99, -2.05, 1.58], [-4.01, -0.72, 2.02], [0.29, 0.82, 4.47], [-1.04, 4.01, -3.26], [4.51, -1.36, 0.63], [5.61, -2.44, -1.70], [4.72, 0.98, -0.32], [-0.06, 4.59, -4.25], [-2.96, 2.60, -2.83], [-3.69, -3.05, 2.50], [-2.81, 2.83, -1.45], [-4.08, 1.74, -3.36], [4.71, -2.74, 0.53], [-3.75, 2.16, -0.50], [-3.53, -1.45, 4.26], [4.24, -3.67, 1.62], [4.90, -0.51, -0.42], [3.46, 0.62, 4.26], [6.19, -3.03, -2.97], [1.18, 2.65, 3.14], [-3.07, -3.86, 4.81], [-0.73, 1.67, 4.89], [0.33, -0.59, 4.98], [-4.31, 0.42, 1.10], [-4.28, -2.43, 0.15], [-5.98, 2.04, 0.41], [5.43, -1.07, -1.58], [-3.43, -2.77, 3.83], [4.02, -0.73, 1.90], [-3.83, -0.43, 3.38], [2.48, 0.53, 3.28], [1.38, -4.12, -6.27], [2.73, -0.18, 2.09], [4.70, 0.03, 4.09], [5.26, -3.26, -0.63], [4.98, -0.62, 2.90], [-1.69, 4.05, 0.48], [2.26, 3.22, 2.25], [-1.81, 3.69, -0.99], [-5.04, 2.66, -0.39], [-0.74, -2.48, -6.82], [-5.61, 0.93, 1.14], [0.14, 3.45, 3.56], [1.25, 1.31, 3.58], [-0.83, 2.98, 4.44], [-1.94, 3.89, 4.91], [-0.93, 4.26, -1.90], [-3.36, 1.04, 0.26], [-3.37, -1.22, 5.31], [5.96, -1.04, 2.73], [-4.84, 1.47, 3.53], [4.84, -4.58, 1.64], [-3.93, 1.53, -4.42], [-3.35, -2.63, -0.38], [5.45, 0.09, 4.87], [2.41, -4.19, -5.92], [-4.89, -3.33, 0.11], [-1.99, 0.21, -4.46], [5.69, -0.42, -2.41], [-1.46, 1.29, 5.60], [1.63, 0.62, -4.17], [-0.14, 4.91, -1.54], [-0.46, -1.18, 4.51], [3.09, -3.55, -2.25], [-0.70, 3.77, 0.86], [-6.34, 0.42, 1.77], [-0.56, 4.93, -5.15], [-2.44, 3.56, 1.08], [0.16, -0.62, 6.06], [-2.56, 3.40, 5.66], [-0.69, 0.76, -5.02], [-1.15, -3.02, -5.97], [3.25, 2.97, 2.62], [2.17, 2.82, 1.24], [-4.79, -1.63, -0.38], [0.71, -4.44, -5.48], [-5.31, 3.54, -0.97], [3.24, 1.17, 5.17], [5.10, 1.36, 0.63], [-1.00, -2.99, -7.75], [-4.12, 0.79, -2.82], [-3.84, -3.97, 5.58], [-2.57, 4.18, 4.07], [0.09, 4.48, 3.22], [5.39, -4.33, -0.72], [4.27, -3.19, 2.60], [5.77, -4.01, -3.16], [0.50, 5.42, -3.81], [-1.12, -1.46, -6.83], [-5.05, 2.23, -3.23], [-1.52, 4.80, 5.35], [-2.17, 3.00, -4.77], [-1.80, 5.13, 0.60], [5.97, -2.38, -3.82], [-2.13, -3.62, 5.31], [1.25, -4.72, -7.16], [3.66, 1.24, -0.38], [3.20, -3.95, 1.42], [-6.99, 2.42, 0.46], [1.28, -1.07, 4.76], [0.66, 3.82, -4.55], [-3.64, -4.08, 2.15], [1.22, -4.16, -3.13], [-3.09, 1.58, 3.46], [-2.94, -4.82, 4.31], [5.23, 1.48, -1.14], [2.87, -3.05, -3.69], [1.10, 1.66, -3.12], [0.03, -4.41, -2.17], [7.27, -3.12, -2.89], [2.17, 4.30, 2.19], [-3.88, 1.03, 4.95]],
  "mulliken_spin": [0.003, 0.001, 0.002, -0.001, -0.004, 0.001, 0.002, 0.021, 0.574, 0.006, 0.412, 0.001, -0.001, 0.003, 0.000, 0.000, 0.000, 0.000, 0.000, 0.000, -0.002, -0.006, 0.001, 0.000, 0.000, 0.000, 0.000, 0.000, 0.001, 0.000, 0.000, 0.000, -0.015, 0.000, 0.000, 0.000, 0.000, 0.000, 0.000, 0.000, 0.000, 0.000, 0.014, 0.000, 0.000, 0.000, 0.001, -0.005, -0.001, 0.000, 0.001, 0.000, 0.000, 0.000, 0.000, 0.000, -0.002, 0.000, 0.000, 0.000, 0.000, 0.000, 0.000, 0.000, 0.000, 0.000, 0.000, 0.000, 0.000, 0.000, 0.000, 0.001, 0.000, 0.000, 0.005, 0.000, -0.012, 0.000, 0.000, -0.001, 0.000, 0.000, 0.000, 0.000, 0.000, 0.000, -0.001, 0.000, 0.000, 0.000, 0.000, 0.001, 0.000, 0.000, 0.000, 0.002, 0.000, 0.000, 0.000, 0.000, 0.000, 0.000, 0.000, 0.000, 0.000, 0.000, 0.000, 0.000, 0.000, -0.001, 0.000, 0.001, -0.002, 0.000, 0.000, 0.000, 0.000, 0.000, -0.001, 0.000, 0.000, 0.000, -0.002, 0.002, 0.000, 0.000, 0.000, 0.000]
}

---

Entry 3:
{
  "formula": "C50H66BrCaF5GeN5OP3Se",
  "method": "the ωB97M-V functional and the def2-TZVPD basis",
  "spin_multiplicity": 2,
  "lumo_ev": [-2.17, -5.10],
  "total_charge": 1,
  "orbital_gap_ev": [6.6, 3.6],
  "energy_ev": -314213.1308,
  "s_squared": 0.76,
  "de_lowest_kj_mol": 0.00,
  "species": ["Br", "Se", "Ge", "Ca", "P", "P", "P", "F", "F", "F", "F", "F", "O", "N", "N", "N", "N", "N", "C", "C", "C", "C", "C", "C", "C", "C", "C", "C", "C", "C", "C", "C", "C", "C", "C", "C", "C", "C", "C", "C", "C", "C", "C", "C", "C", "C", "C", "C", "C", "C", "C", "C", "C", "C", "C", "C", "C", "C", "C", "C", "C", "C", "C", "C", "C", "C", "C", "C", "H", "H", "H", "H", "H", "H", "H", "H", "H", "H", "H", "H", "H", "H", "H", "H", "H", "H", "H", "H", "H", "H", "H", "H", "H", "H", "H", "H", "H", "H", "H", "H", "H", "H", "H", "H", "H", "H", "H", "H", "H", "H", "H", "H", "H", "H", "H", "H", "H", "H", "H", "H", "H", "H", "H", "H", "H", "H", "H", "H", "H", "H", "H", "H", "H", "H"],
  "coordinates": [[2.73, 4.87, 3.42], [0.28, 3.39, 0.55], [-1.35, -0.34, -0.24], [1.35, -0.36, 0.20], [1.07, -3.09, -0.54], [0.55, 0.80, -2.78], [0.53, -0.18, 2.94], [-1.37, 5.82, -0.29], [3.87, 6.68, -1.35], [2.01, 8.55, -1.94], [-0.60, 8.11, -1.41], [3.15, 4.38, -0.23], [3.46, 0.20, -0.17], [-3.53, -0.79, -0.23], [-1.96, 0.83, -1.63], [-1.96, 0.08, 1.67], [4.66, 1.76, 1.61], [-1.53, -2.18, -1.09], [-6.05, 1.05, 1.87], [1.89, -4.64, -2.80], [-0.07, -1.73, 3.74], [-3.30, 0.42, 1.83], [0.56, -4.38, 0.68], [-4.78, -4.24, 0.60], [-5.51, 0.33, 0.82], [1.57, -4.40, 1.83], [-3.99, -0.39, -1.57], [-0.10, -0.20, -4.19], [0.85, 4.99, -0.22], [1.01, -2.37, 4.61], [2.40, -3.91, -1.55], [5.34, 3.69, 3.48], [-0.38, -2.85, -1.69], [-4.17, 0.00, 0.81], [5.89, 1.80, 2.13], [-3.86, 1.15, 2.88], [2.59, 6.45, -1.09], [1.28, 0.96, 4.19], [1.64, 7.41, -1.39], [0.41, -5.79, 0.11], [-1.40, -1.62, 4.48], [0.30, 7.18, -1.11], [6.27, 2.75, 3.07], [-0.99, 1.72, -2.22], [-5.15, -0.87, -2.14], [-2.72, -4.34, -0.67], [-0.08, 5.99, -0.53], [-1.04, 0.73, 2.58], [-4.69, -2.85, 0.60], [3.49, -2.91, -1.93], [-3.64, -2.23, -0.03], [0.49, 1.16, 5.49], [-5.60, -0.34, -3.35], [0.92, 3.45, -3.82], [1.60, 2.10, -3.62], [-0.70, 0.62, -5.34], [-2.58, -2.94, -0.62], [2.74, 0.60, 4.50], [2.19, 5.26, -0.51], [1.00, -1.12, -4.73], [-3.81, -4.97, -0.07], [3.77, 2.67, 2.00], [-3.18, 0.57, -2.21], [4.07, 3.64, 2.93], [2.92, 2.27, -2.86], [-4.88, 0.69, -3.94], [-3.69, 1.14, -3.39], [-5.22, 1.45, 2.90], [3.10, -2.13, -2.60], [2.79, 2.63, 1.55], [1.84, 1.68, -4.60], [1.07, -1.87, 5.59], [-6.14, 0.03, -0.01], [-1.53, 1.24, -5.01], [0.00, -6.45, 0.88], [-6.51, -0.71, -3.79], [4.31, -3.41, -2.46], [-0.24, -2.38, 2.87], [-1.68, -2.61, 4.86], [-1.34, -0.96, 5.34], [-3.15, 1.94, -3.88], [-7.10, 1.30, 1.87], [2.74, 2.58, -1.82], [2.71, -5.16, -3.28], [-3.88, -6.05, -0.12], [-0.66, -3.79, -2.15], [5.59, 4.45, 4.21], [7.27, 2.75, 3.47], [-0.89, -0.81, -3.75], [-2.21, -1.28, 3.83], [2.79, -0.27, 5.17], [0.02, -2.23, -2.49], [-1.51, 0.88, 3.55], [3.23, 1.43, 5.00], [2.01, -2.33, 4.16], [1.55, -1.62, -3.93], [3.55, 3.04, -3.32], [1.73, -0.56, -5.32], [3.91, -2.41, -1.05], [1.59, 4.12, -4.36], [4.01, 0.70, 0.52], [0.68, 3.92, -2.86], [3.49, 1.34, -2.86], [-0.26, -5.83, -0.75], [-2.00, -4.93, -1.20], [1.47, -3.94, -3.53], [1.27, 1.92, 3.65], [1.12, -5.38, -2.57], [-0.64, 2.46, -1.48], [-0.75, 1.74, 2.25], [1.00, 1.92, 6.10], [-3.25, 1.52, 3.69], [-5.70, -1.65, -1.65], [0.46, 0.25, 6.08], [-5.24, 1.14, -4.85], [1.82, -3.40, 2.18], [-0.41, -4.03, 1.05], [-1.41, 2.30, -3.04], [-5.62, 2.02, 3.73], [0.00, 3.37, -4.40], [1.17, -4.96, 2.68], [1.37, -6.20, -0.19], [-1.08, -0.06, -6.11], [-5.47, -2.26, 1.07], [-0.53, 1.50, 5.33], [0.05, 1.26, -5.81], [0.77, -3.42, 4.80], [2.84, -4.65, -0.88], [3.30, 0.36, 3.60], [0.58, -1.89, -5.37], [-5.61, -4.74, 1.09], [6.59, 1.05, 1.79], [2.50, -4.89, 1.53], [3.57, 0.70, -0.99]],
  "mulliken_spin": [0.006, 0.707, 0.018, 0.023, -0.003, -0.020, -0.015, 0.007, -0.002, 0.009, -0.003, 0.004, 0.004, -0.002, 0.004, 0.011, -0.001, 0.011, 0.001, 0.000, 0.000, 0.003, 0.000, 0.001, 0.000, -0.001, 0.005, 0.001, 0.014, 0.000, 0.000, -0.001, 0.004, -0.002, 0.000, 0.004, -0.023, -0.017, 0.090, 0.000, 0.000, -0.029, 0.000, -0.038, -0.004, 0.002, 0.046, -0.006, 0.000, 0.000, -0.001, -0.001, 0.003, 0.006, 0.002, 0.000, 0.000, -0.001, 0.005, -0.001, 0.000, 0.003, 0.000, -0.006, 0.000, -0.001, 0.007, 0.000, 0.000, 0.023, 0.000, 0.000, 0.000, 0.000, 0.000, 0.000, 0.000, 0.000, 0.000, 0.000, 0.002, 0.000, 0.006, 0.000, 0.000, 0.000, 0.000, 0.000, -0.001, 0.000, 0.000, 0.001, 0.001, 0.000, 0.000, 0.001, 0.000, 0.000, 0.000, 0.000, 0.000, -0.003, 0.001, 0.000, 0.000, 0.000, 0.016, 0.000, 0.078, 0.031, 0.000, 0.000, 0.000, 0.000, 0.000, 0.001, 0.000, 0.025, 0.000, 0.000, 0.000, 0.000, 0.000, 0.000, 0.000, 0.000, 0.000, 0.000, 0.000, 0.000, 0.000, 0.000, 0.000, 0.000]
}